# 1
81
Properties=species:S:1:pos:R:3:forces:R:3:lowdin_charge:R:1 method="wB97M-V/def2-TZVPD" homo_ha="-0.1293 / -0.2238" gap_ev="3.6 / 6.1" relative_energy_kj_mol=0.0 spin_multiplicity=6
Pm 0.1787 0.1166 0.0545 -0.34 -1.60 -0.34 1.419
C -1.8939 -0.8608 2.8512 -0.24 0.16 -0.13 -0.152
C -2.8540 -0.0408 1.9670 0.13 0.08 0.05 -0.103
C -2.6034 1.4289 2.1493 0.00 -0.19 -0.07 -0.298
C -3.5564 2.2591 2.7239 -0.08 0.21 0.08 -0.013
C -3.2580 3.5939 2.9434 0.14 -0.15 -0.12 -0.049
C -2.0020 4.0563 2.5772 -0.16 0.10 0.12 -0.059
C -1.1202 3.1664 1.9973 0.21 -0.16 -0.08 -0.152
N -1.3963 1.8788 1.7819 -0.13 -0.04 -0.20 0.058
N -0.7390 -1.4247 2.1343 0.29 0.16 0.14 -0.215
C -1.0659 -2.7431 1.5539 0.06 -0.32 -0.50 -0.153
C -1.8775 -2.7139 0.2920 -0.51 -0.37 0.31 -0.332
C -2.7555 -3.7335 0.0140 0.08 0.26 0.04 -0.080
C -3.3668 -3.8115 -1.2489 -0.21 -0.32 -0.02 -0.134
C -3.0278 -2.8161 -2.1927 0.25 0.26 0.10 -0.117
C -2.1593 -1.8190 -1.8406 -0.23 -0.21 -0.44 -0.210
N -1.5739 -1.7226 -0.6051 1.03 1.19 0.74 -0.079
C 0.3764 -1.5949 3.0700 -0.06 -0.01 0.02 -0.158
C 1.1318 -0.3292 3.3893 -0.25 -0.12 -0.31 -0.257
C 1.8440 -0.2384 4.5762 0.19 0.16 0.23 -0.007
C 2.6926 0.8368 4.7866 -0.23 -0.11 -0.28 -0.045
C 2.7806 1.7984 3.7889 0.22 0.10 0.24 -0.055
C 2.0062 1.6518 2.6578 -0.30 -0.03 -0.26 -0.140
N 1.1876 0.6151 2.4436 0.49 0.13 0.50 0.010
H -2.4535 -1.6713 3.3343 0.09 -0.04 0.03 0.126
H -1.5131 -0.2073 3.6394 0.01 -0.05 0.03 0.123
H -3.8837 -0.2702 2.2367 -0.03 -0.01 -0.07 0.121
H -2.7116 -0.3063 0.9124 -0.08 -0.06 0.03 0.088
H -4.5252 1.8606 2.9937 0.02 -0.05 -0.01 0.116
H -3.9888 4.2578 3.3854 0.00 0.01 0.01 0.109
H -1.7213 5.0891 2.7286 0.05 -0.01 -0.04 0.107
H -0.1387 3.4973 1.6751 -0.03 0.06 -0.02 0.107
H -1.5715 -3.3750 2.2963 0.07 0.00 0.05 0.124
H -0.1111 -3.2221 1.3004 0.08 0.13 0.10 0.122
H -2.9523 -4.4906 0.7657 0.02 0.03 0.03 0.098
H -4.0544 -4.6104 -1.4898 0.01 0.03 0.01 0.073
H -3.4501 -2.8297 -3.1895 0.01 0.05 -0.01 0.090
H -1.9024 -1.0369 -2.5485 0.01 -0.02 0.04 0.072
H 1.1062 -2.2520 2.5955 -0.01 -0.04 0.02 0.114
H 0.0493 -2.0792 4.0009 -0.01 0.02 0.01 0.136
H 1.7509 -1.0204 5.3184 -0.04 -0.02 -0.02 0.118
H 3.2715 0.9169 5.6961 0.01 0.02 0.01 0.111
H 3.4441 2.6466 3.8883 -0.05 0.03 -0.02 0.109
H 2.0403 2.3944 1.8658 0.05 0.02 0.02 0.112
O 0.9740 -1.1532 -1.8218 -0.10 0.10 0.05 -0.335
N 1.2973 -0.6409 -2.9914 0.24 0.43 -0.26 -0.202
C 0.8596 -1.2673 -4.0999 -0.13 -0.31 -0.18 -0.036
C 1.1778 -0.8261 -5.3568 0.10 0.10 0.07 -0.062
C 1.9784 0.3099 -5.4760 -0.01 0.03 0.05 -0.072
C 2.4027 0.9551 -4.3397 -0.02 -0.05 -0.11 -0.103
C 2.0553 0.4973 -3.0590 -0.09 -0.18 0.02 -0.698
S 2.5329 1.2898 -1.6241 -0.21 0.23 0.51 0.572
H 0.2418 -2.1332 -3.9070 -0.01 0.04 0.10 0.136
H 0.8027 -1.3483 -6.2238 -0.03 -0.05 0.04 0.106
H 2.2480 0.6890 -6.4528 0.01 0.02 0.01 0.107
H 3.0054 1.8496 -4.3940 0.00 0.01 0.02 0.102
O 2.0800 -1.3292 0.7081 0.13 0.04 0.32 -0.259
N 3.2366 -1.4905 0.1371 0.24 -0.27 -0.20 -0.199
C 3.4068 -2.5157 -0.7176 -0.25 -0.05 -0.12 -0.002
C 4.6211 -2.7388 -1.3228 0.24 0.08 -0.05 -0.029
C 5.6875 -1.8875 -1.0687 -0.25 0.04 0.01 -0.053
C 5.4801 -0.8217 -0.2059 0.25 -0.13 -0.14 -0.043
C 4.2513 -0.6400 0.3822 -0.13 0.03 0.05 -0.052
H 2.5189 -3.1008 -0.9005 -0.02 0.03 0.08 0.142
H 4.7216 -3.5749 -1.9997 -0.04 0.00 0.00 0.115
H 6.6398 -2.0362 -1.5568 0.03 0.00 0.05 0.110
H 6.2728 -0.1175 0.0013 -0.05 0.03 0.05 0.116
H 4.0195 0.1727 1.0507 -0.07 -0.01 0.04 0.123
C -1.3662 3.7503 -1.3993 0.13 -0.21 0.11 -0.271
Si -1.4496 1.8300 -1.6203 -0.83 0.86 -0.86 0.400
C -3.3574 1.5401 -1.4302 0.27 -0.08 0.15 -0.255
C -1.2119 1.7534 -3.5422 0.13 -0.16 0.24 -0.258
H -1.9717 4.2495 -2.1612 -0.03 -0.01 -0.01 0.017
H -0.3385 4.1143 -1.4999 -0.01 0.01 -0.01 0.007
H -1.7357 4.0653 -0.4193 -0.02 0.03 -0.04 -0.015
H -3.9302 2.0902 -2.1825 0.06 0.05 -0.03 0.017
H -3.6956 1.8861 -0.4463 -0.01 -0.01 -0.01 -0.001
H -3.6225 0.4825 -1.5153 -0.01 0.01 0.00 -0.002
H -2.0257 2.2666 -4.0626 -0.04 0.02 0.06 0.019
H -1.1622 0.7327 -3.9339 -0.02 0.01 -0.02 -0.007
H -0.2776 2.2524 -3.8187 0.01 -0.02 0.01 0.010

# 2
80
Properties=species:S:1:pos:R:3:forces:R:3:lowdin_charge:R:1 method="wB97M-V/def2-TZVPD" homo_ha="-0.4338 / -0.5079" gap_ev="7.1 / 8.8" spin_multiplicity=3 charge=+2
Ti 1.1671 0.0791 0.1837 -0.50 0.43 0.27 0.807
C 3.6545 0.9738 -0.5605 -0.24 0.05 0.13 -0.085
N 3.1138 1.0983 0.8159 0.48 -0.25 -0.02 -0.109
C 3.8238 0.3104 1.8476 -0.16 0.05 -0.24 -0.084
C 3.3919 -1.1073 1.6730 -0.22 0.14 -0.22 -0.290
N 2.2577 -1.3874 1.0604 0.83 -1.48 0.63 0.048
C 2.1939 -2.7981 0.9978 -0.17 0.51 -0.03 -0.181
C 1.2443 -3.6397 0.4266 -0.02 0.02 -0.01 -0.006
C 1.4693 -4.9972 0.5202 0.04 -0.06 0.03 -0.056
C 2.6115 -5.5118 1.1608 -0.07 -0.03 -0.04 -0.054
C 3.5619 -4.6827 1.7177 0.08 -0.03 0.05 0.008
C 3.3205 -3.3180 1.6134 0.29 0.07 0.16 -0.163
N 4.0611 -2.2059 2.0224 0.29 -0.36 0.23 0.203
C 2.5121 0.7937 -1.5319 0.39 0.01 -0.95 -0.367
N 1.8992 -0.3837 -1.7150 0.12 0.07 -0.83 0.056
C 1.2378 -0.2861 -2.9507 0.08 -0.16 0.57 -0.256
C 0.4623 -1.2296 -3.6076 -0.14 -0.24 -0.10 -0.034
C -0.1369 -0.8461 -4.7924 0.00 -0.03 -0.01 -0.061
C 0.0338 0.4486 -5.3117 0.01 0.04 0.02 -0.057
C 0.8162 1.3897 -4.6652 0.01 0.07 -0.06 0.002
C 1.4205 0.9841 -3.4787 0.13 0.33 0.11 -0.191
N 2.2225 1.6566 -2.5579 0.17 0.06 -0.15 0.176
H 4.2681 0.0789 -0.6137 0.11 -0.11 -0.04 0.140
H 4.2757 1.8209 -0.8433 0.06 0.13 0.00 0.138
H 3.0998 2.0661 1.1014 -0.08 0.12 0.05 0.126
H 3.4950 0.6707 2.8187 -0.05 0.08 0.13 0.125
H 4.9089 0.4037 1.7980 0.11 0.02 -0.05 0.139
H 0.3780 -3.2337 -0.0772 -0.03 0.00 -0.01 0.089
H 0.7566 -5.6881 0.0882 0.03 0.02 0.02 0.113
H 2.7508 -6.5844 1.2138 -0.02 0.06 -0.02 0.118
H 4.4470 -5.0794 2.2026 -0.09 0.05 -0.05 0.125
H 4.9434 -2.2267 2.5083 0.01 -0.02 -0.01 0.183
H 0.3443 -2.2305 -3.2050 0.00 0.10 -0.04 0.124
H -0.7428 -1.5587 -5.3390 0.03 0.05 0.02 0.117
H -0.4471 0.7128 -6.2474 0.06 -0.04 0.10 0.116
H 0.9613 2.3834 -5.0771 -0.02 -0.12 0.05 0.121
H 2.6851 2.5345 -2.7240 0.01 0.04 0.00 0.170
C 0.5411 3.3049 3.6639 0.09 0.12 0.07 -0.034
C 0.0578 1.8622 3.6640 -0.04 -0.06 -0.01 -0.621
C 0.6103 1.1117 4.8673 0.04 -0.07 0.10 -0.031
C -1.4707 1.8001 3.6523 -0.05 -0.01 -0.01 -0.027
N 0.6416 1.1664 2.4735 -0.06 0.37 0.18 -0.055
N 0.2637 1.7374 1.2051 -0.27 0.28 0.45 -0.036
H 0.2803 3.7757 4.6140 0.02 -0.02 -0.09 0.103
H 0.0717 3.9046 2.8773 0.04 -0.04 0.06 0.082
H 1.6308 3.3555 3.5576 -0.12 -0.01 0.01 0.091
H 0.2178 1.5417 5.7906 0.02 -0.04 -0.06 0.101
H 1.7013 1.1747 4.8990 -0.09 -0.01 0.00 0.085
H 0.3198 0.0546 4.8456 0.03 0.11 0.00 0.093
H -1.8779 2.2800 4.5462 0.06 -0.04 -0.10 0.103
H -1.8211 0.7615 3.6458 0.03 0.09 0.00 0.094
H -1.9000 2.3224 2.7897 0.01 -0.04 0.08 0.068
H 0.2751 0.2174 2.4981 -0.19 -0.16 -0.03 0.101
H 0.6320 2.6773 1.1758 0.18 0.16 0.03 0.100
H -0.7445 1.8203 1.1258 -0.28 0.06 -0.08 0.066
N -0.7599 -0.6321 -0.1733 -0.67 -0.32 -0.43 -0.380
S -1.5047 0.0984 -1.4056 0.02 0.08 0.14 1.073
C -2.4949 1.4256 -0.7622 -0.10 0.15 -0.02 -0.433
C -2.1328 2.7148 -1.1405 -0.07 0.00 0.08 -0.089
C -2.8377 3.7976 -0.6194 0.04 -0.05 0.00 -0.053
C -3.8850 3.5754 0.2651 -0.03 -0.01 0.00 -0.047
C -4.2390 2.2779 0.6345 -0.01 0.01 0.02 -0.050
C -3.5475 1.1932 0.1176 -0.01 0.05 0.08 -0.070
C -2.7564 -1.0017 -2.0143 0.01 -0.08 -0.11 -0.399
C -2.6042 -2.3616 -1.7994 -0.07 -0.08 0.03 -0.081
C -3.5312 -3.2336 -2.3585 -0.02 -0.01 -0.02 -0.049
C -4.5688 -2.7392 -3.1364 0.01 0.00 0.00 -0.046
C -4.6932 -1.3700 -3.3568 -0.02 -0.03 -0.01 -0.045
C -3.7824 -0.4875 -2.7993 -0.05 -0.05 0.00 -0.067
H -1.4278 -1.0546 0.4673 -0.06 0.02 0.06 0.041
H -1.3184 2.8644 -1.8425 -0.04 0.00 0.01 0.111
H -2.5774 4.8087 -0.9115 -0.02 -0.09 0.01 0.118
H -4.4434 4.4173 0.6603 0.06 -0.08 -0.02 0.121
H -5.0636 2.1147 1.3188 0.05 0.02 -0.06 0.121
H -3.8329 0.1801 0.3861 0.02 0.07 -0.04 0.126
H -1.7800 -2.7368 -1.2033 -0.06 0.04 -0.06 0.091
H -3.4379 -4.2996 -2.1877 -0.01 0.08 -0.02 0.118
H -5.2848 -3.4228 -3.5772 0.04 0.05 0.04 0.119
H -5.5057 -0.9876 -3.9619 0.04 -0.03 0.02 0.120
H -3.8830 0.5799 -2.9638 0.02 -0.07 0.01 0.121

# 3
78
Properties=species:S:1:pos:R:3:forces:R:3:lowdin_charge:R:1 method="wB97M-V/def2-TZVPD" homo_ha="0.0061 / -0.0579" gap_ev="2.3 / 4.1" relative_energy_kj_mol=1230.4 spin_multiplicity=3 charge=-1
Au -0.0994 0.1974 -0.2997 0.21 1.91 -0.66 1.098
N -1.3327 -1.3069 0.7419 -2.57 0.42 -0.60 -0.208
N -0.3069 -2.4504 -1.6125 0.21 3.06 -0.56 -0.051
C 2.0986 0.8718 -0.4753 -0.36 -0.60 0.06 -0.310
C 2.2614 -0.4837 0.0160 0.95 0.58 0.62 -0.281
C 1.8305 -0.5077 1.3411 0.30 -0.49 0.45 -0.274
C 1.7401 -1.7604 2.2037 0.72 -0.81 2.34 -0.135
H 1.6775 -2.7401 1.6718 0.63 0.93 0.05 0.081
H 0.8193 -1.9030 2.9396 2.39 0.31 -1.75 0.017
H 2.5460 -1.6964 2.9783 0.17 -0.58 -0.85 0.075
C 1.3030 0.8202 1.6481 -0.19 0.18 2.19 -0.330
C 0.6663 1.2941 2.9419 0.71 -0.29 2.36 -0.163
H 1.4229 1.4970 3.7183 0.18 1.07 -0.35 0.072
H 0.0728 0.4628 3.6139 2.04 1.74 -1.89 0.020
H -0.1567 2.0469 2.8842 1.10 -0.13 -0.36 0.078
C 1.4387 1.6488 0.5468 0.41 0.34 -1.08 -0.358
C 1.1606 3.1185 0.4730 0.32 0.06 0.21 -0.064
H 0.3171 3.4100 1.1058 0.15 -0.08 -0.11 0.062
H 0.9594 3.4521 -0.5473 -0.01 -0.09 0.03 0.066
H 2.0488 3.6421 0.8368 -0.03 0.33 -0.01 0.076
C 2.8105 -1.6553 -0.7373 0.54 0.04 0.18 -0.049
H 3.8762 -1.7237 -0.4813 0.00 -0.23 -0.23 0.080
H 2.7378 -1.5452 -1.8224 -0.08 0.08 0.03 0.059
H 2.3471 -2.6120 -0.4580 -0.10 0.38 0.00 0.062
C 2.6111 1.4021 -1.7523 0.55 0.34 -0.39 -0.053
H 1.9196 2.0790 -2.2660 0.00 -0.09 0.16 0.072
H 2.8874 0.6122 -2.4552 -0.07 0.04 0.18 0.052
H 3.5253 1.9681 -1.5367 0.09 0.10 -0.22 0.086
C -2.0622 -0.5978 1.9424 -1.41 -1.26 -2.37 -0.508
H -2.1497 0.4819 1.8063 -1.98 -0.37 -0.55 0.099
C -2.5593 -1.5020 2.9328 -2.66 -1.52 -0.14 -0.233
H -3.1220 -0.9882 3.6738 -0.92 -0.82 0.45 0.073
C -2.1882 -2.8299 2.8879 -2.19 0.89 0.75 -0.210
H -2.5793 -3.4791 3.6598 0.01 -0.08 0.13 0.090
C -1.4578 -3.3877 1.8550 1.50 -1.08 -1.87 -0.147
H -1.2895 -4.4391 1.7638 -0.08 -0.73 0.39 0.073
C -1.0236 -2.6666 0.7337 -1.61 1.25 0.64 -0.373
C -0.3288 -3.1167 -0.4000 -0.21 -1.11 1.08 -0.120
H -0.2850 -4.1764 -0.4687 0.28 -0.77 -0.39 0.082
C -0.2564 -1.0769 -1.7513 -0.90 -1.61 -1.04 -0.274
C -0.3247 -2.9841 -2.8844 -0.23 -2.50 2.75 -0.061
H -0.4043 -4.0387 -2.9656 0.03 -0.57 -0.41 0.116
C -0.3409 -2.0195 -3.7412 0.08 3.34 -2.86 -0.079
H -0.4256 -1.9944 -4.7923 0.02 -0.34 -0.90 0.111
N -0.2762 -0.7968 -3.0760 -0.28 -1.29 -0.04 -0.029
C -0.4962 0.5131 -3.6184 0.45 -0.61 -0.75 -0.145
C 0.4857 1.0678 -4.4498 -0.29 0.72 0.09 -0.203
C 0.2648 2.3618 -4.9598 -0.22 -0.31 0.10 -0.013
H 1.0343 2.8261 -5.5844 -0.21 -0.14 0.20 0.115
C -0.9255 3.0515 -4.7085 0.21 -0.34 0.18 -0.276
C -1.1357 4.4493 -5.2171 -0.03 0.30 -0.09 -0.065
H -1.0148 5.1924 -4.4197 0.01 -0.15 -0.04 0.082
H -2.1430 4.5861 -5.6216 0.07 -0.07 0.04 0.075
H -0.4229 4.7050 -6.0044 -0.02 -0.06 0.04 0.070
C -1.9212 2.4157 -3.9647 0.16 -0.59 0.18 -0.003
H -2.8808 2.9101 -3.7980 0.24 -0.09 -0.06 0.117
C -1.7345 1.1255 -3.4352 -0.01 0.77 -0.34 -0.199
C -2.8602 0.3952 -2.7859 -0.68 -0.13 0.52 -0.043
H -3.3106 -0.3473 -3.4605 0.24 0.12 0.01 0.091
H -3.6640 1.0838 -2.5015 0.15 -0.02 -0.10 0.079
H -2.5622 -0.1353 -1.8754 0.07 0.11 -0.16 0.056
C 1.7327 0.3261 -4.8323 0.53 -0.23 -0.18 -0.058
H 1.6182 -0.1655 -5.8100 -0.10 0.09 0.19 0.085
H 2.0046 -0.4587 -4.1184 -0.17 0.19 -0.09 0.062
H 2.5968 0.9999 -4.9323 -0.31 -0.07 0.09 0.083
C 0.0182 -2.1836 5.4492 -0.51 0.32 -0.14 -0.037
N -0.6564 -0.8843 5.5139 0.83 0.02 2.34 -0.145
C -0.3224 0.0615 6.5128 -0.25 1.00 -1.00 -0.075
C -0.8471 1.2506 6.0764 1.06 -1.03 1.23 -0.138
N -1.5045 1.0045 4.9016 0.06 0.99 1.19 0.004
C -1.3189 -0.2669 4.5069 -0.30 -1.50 -1.74 -0.308
S -0.5114 -0.7286 2.3346 2.02 -0.15 2.95 0.871
H -0.4377 -2.7644 4.6292 0.26 0.23 0.35 0.071
H 1.0955 -2.0190 5.2425 -0.41 -0.21 0.08 0.083
H -0.1101 -2.7294 6.4089 0.11 0.34 -0.56 0.087
H 0.3296 -0.1231 7.3592 -0.24 -0.11 -0.16 0.092
H -0.6977 2.2220 6.4771 -0.13 0.59 0.37 0.079
H -1.8110 1.7317 4.2928 -0.28 0.09 -0.19 0.116

Number 1: F_max 1.74 eV Å⁻¹, energy -3017.2083 Ha. Number 2: F_max 1.81 eV Å⁻¹, energy -2927.4824 Ha. Number 3: F_max 4.40 eV Å⁻¹, energy -2049.8509 Ha.